No. 1
Entry from the OMol25 dataset: a molecular structure, C20H12BaCl5N3O4 (ωB97M-V with the def2-TZVPD basis set).

ORCA input file:
```
! RIJCOSX wB97M-V def2-TZVPD def2/J DEFGRID3
* xyz 0 1
C -1.61 3.28 -0.58
Cl -2.67 -4.51 -2.24
H -1.13 -1.66 -4.29
H -2.39 3.36 2.77
C 0.76 3.02 -0.93
H -0.04 0.69 -0.87
H -2.60 3.46 -0.99
C 2.95 -1.00 1.92
Cl -5.34 -3.88 -1.30
C 0.01 -0.24 -1.43
C -0.59 -1.56 -3.35
O -0.16 0.05 3.65
H 1.54 -3.27 -1.34
H 0.30 -3.50 -3.47
N 1.49 -1.13 0.25
Cl -4.10 -2.23 -3.33
C -3.82 -3.21 -1.90
H 3.33 -0.45 4.24
C -0.14 2.94 1.29
O 4.24 -0.73 3.92
H -3.54 3.45 1.35
C 0.81 -1.28 -0.99
Cl 2.11 2.90 -2.02
C 1.08 -0.19 3.66
N 0.79 -0.74 1.32
C 4.25 -1.08 2.65
C -2.58 3.11 1.72
C 0.22 -2.59 -2.90
C 1.64 -0.65 2.33
Ba -1.73 0.41 1.78
C -0.53 3.23 -1.43
O 1.86 -0.07 4.61
C 2.80 -1.29 0.57
C 0.95 2.88 0.43
H -1.31 0.43 -2.97
Cl 3.93 -1.73 -0.60
C -1.47 3.17 0.84
O 5.24 -1.46 2.09
H -0.67 3.35 -2.49
H 1.94 2.72 0.83
C -3.26 -2.35 -0.85
H 0.04 2.88 2.36
N -2.82 -1.68 -0.03
C 0.92 -2.46 -1.71
C -0.70 -0.38 -2.62
*
```

Calculated values
Energy above the lowest of the compared OMol25 structures with the same formula, charge and spin, kcal per mole: 0.1
Calculated total energy, hartree: -3561.09203
Lowest unoccupied orbital energy, eV: -0.74

Here are the Löwdin charges for atoms 1 to 8, given in e: -0.069, 0.660, 0.097, 0.028, -0.723, 0.072, 0.109, -0.036

=====

No. 2
Entry from the OMol25 dataset: a molecular structure, C20H12F6N4O4PdS2 (ωB97M-V with the def2-TZVPD basis set).

ORCA input file:
```
! RIJCOSX wB97M-V def2-TZVPD def2/J DEFGRID3
* xyz 2 1
C 1.07 -3.54 -1.40
H -3.31 4.35 2.37
H -1.64 -2.19 -3.85
F 0.21 0.37 -4.91
C 1.29 -1.23 -0.76
H -0.71 -3.93 -2.55
O -2.97 -0.19 -4.52
C -0.33 -3.23 -1.81
C 2.20 2.81 3.37
Pd -0.80 0.79 -0.56
N 1.06 0.78 0.47
N -1.12 2.26 0.95
F 0.00 1.75 -3.26
C -1.27 4.11 2.98
F -3.68 -2.75 2.01
C 3.15 -2.75 -0.32
C -2.66 -3.33 1.41
H -3.07 2.70 0.52
O -1.16 -3.40 -0.59
S -2.42 -2.41 -0.24
C 2.23 1.84 2.38
N -1.31 -1.46 -3.23
C -0.41 -1.80 -2.24
O -2.39 0.57 -2.24
C -2.24 2.91 1.18
C 1.88 -0.25 0.08
H 4.87 -1.82 0.52
C -2.36 3.85 2.21
C 3.84 -1.69 0.21
H -1.31 4.84 3.78
C 1.15 1.66 1.49
H 1.08 4.36 4.34
C 3.22 -0.46 0.43
C -0.64 1.11 -4.24
C 1.84 -2.54 -0.84
O -1.89 -1.12 0.24
H 1.41 -4.56 -1.45
C 1.09 3.60 3.56
F -2.88 -4.61 1.24
F -1.55 -3.13 2.11
C -0.06 3.41 2.76
H 3.09 1.20 2.33
C -0.02 2.47 1.72
H 3.81 0.34 0.86
S -2.01 0.02 -3.51
H 3.60 -3.73 -0.38
F -1.21 1.99 -5.02
N 0.26 -0.88 -1.61
H 3.07 2.93 4.00
*
```

Calculated values
Energy above the lowest of the compared OMol25 structures with the same formula, charge and spin, kcal per mole: 51.6
Calculated total energy, hartree: -2812.09756
Lowest unoccupied orbital energy (spin up / spin down), eV: -9.60 / -9.61

Here are the Löwdin charges for atoms 1 to 8, given in e: 0.197, 0.125, 0.159, 0.190, -0.131, 0.172, -0.174, -0.189

=====

No. 3
Entry from the OMol25 dataset: a molecular structure, C20H12F6N4O4PdS2 (ωB97M-V with the def2-TZVPD basis set).

ORCA input file:
```
! RIJCOSX wB97M-V def2-TZVPD def2/J DEFGRID3
* xyz 2 5
C -1.03 2.06 -0.50
H -2.89 4.87 -0.02
C -3.44 1.59 -0.74
F -1.24 -3.03 3.99
C 3.00 -1.25 -1.16
S -0.17 -3.29 0.25
O -0.51 -3.10 -1.15
Pd 0.13 -0.74 -0.43
C 4.37 -0.97 -1.20
C 4.20 2.71 -0.69
C -2.68 3.83 -0.23
H 2.63 -2.26 -1.29
C -3.71 2.95 -0.48
C 4.79 0.32 -1.04
C -4.11 -0.66 -1.26
H 5.84 0.57 -1.07
N 2.11 -0.30 -0.95
N 0.20 1.48 -0.58
H -4.74 3.29 -0.46
C 3.23 3.66 -0.53
C 1.47 1.98 -0.59
F 0.86 -2.75 3.54
H 5.25 2.99 -0.71
C -4.45 0.64 -1.01
H -5.49 0.95 -1.01
H 5.07 -1.78 -1.37
F -0.05 -5.83 -0.12
O -1.93 -0.45 2.47
H -2.45 -2.05 -1.41
H 1.16 4.11 -0.39
H -4.86 -1.42 -1.48
C -2.11 1.16 -0.73
C -1.35 3.39 -0.25
C -0.29 -2.15 3.74
N -1.18 -2.36 1.09
F -1.94 -5.14 0.68
C 2.49 1.00 -0.78
O 1.22 -3.04 0.57
C -0.63 -5.02 0.74
C -2.77 -1.04 -1.23
C 1.87 3.31 -0.49
F -0.19 -5.22 1.96
H -0.60 4.13 -0.04
O 0.43 -0.53 1.71
H 3.49 4.71 -0.44
N -1.82 -0.15 -0.97
F -0.20 -1.25 4.70
C 3.84 1.35 -0.83
S -0.79 -1.25 2.19
*
```

Calculated values
<S²>: 6.07
Energy above the lowest of the compared OMol25 structures with the same formula, charge and spin, kcal per mole: 7.2
Calculated total energy, hartree: -2812.07351
Lowest unoccupied orbital energy (spin up / spin down), eV: -6.96 / -10.16

Here are the Löwdin charges for atoms 1 to 8, given in e: -0.161, 0.132, -0.117, 0.193, -0.049, 0.604, -0.311, 1.276

=====

Question: calculated total energy of number 1 (C20H12BaCl5N3O4)?
Answer: -3561.09203 hartree

=====

Question: What is the calculated total energy in the first record?
Answer: -3561.09203 hartree

=====

Question: Which formula does entry 2 have?
Answer: C20H12F6N4O4PdS2